ORCA calculation (ωB97M-V/def2-TZVPD) on a 14-piece molecular cluster, C3H34N2O14S overall.

XYZ file:
```
54
Properties=species:S:1:pos:R:3:forces:R:3:nbo_charge:R:1
C 1.6372 1.0061 0.7391 0.0 0.1 0.0 -0.24
C 1.5258 -0.4791 1.0550 0.0 0.0 0.4 -0.53
S 2.4554 -0.9738 2.5392 -0.1 0.0 0.0 -0.05
N 1.1937 1.3029 -0.6066 0.5 0.0 -0.1 -0.63
C -0.0781 1.2082 -1.0008 -0.2 0.2 -0.2 0.80
N -1.0474 1.1723 -0.0581 0.1 -0.2 -0.2 -0.87
O -0.3944 1.2224 -2.2193 -0.1 0.1 -0.1 -0.80
H 1.0793 1.5843 1.4734 -0.2 0.0 0.0 0.20
H 2.6614 1.3491 0.8344 0.2 -0.1 -0.1 0.23
H 1.9370 -1.0706 0.2542 0.3 -0.2 -0.4 0.24
H 0.4879 -0.7806 1.1581 -0.1 0.0 0.1 0.21
H 1.9100 -0.0773 3.3745 0.0 0.1 0.0 0.12
H 1.9423 1.3313 -1.3253 -0.4 -0.1 0.2 0.46
H -1.9709 0.9269 -0.3775 -0.1 0.0 0.0 0.42
H -0.8306 0.9979 0.9098 0.0 0.2 0.2 0.42
H -0.3637 1.6290 3.4230 0.0 0.1 0.0 0.51
H -1.0210 0.2644 3.0491 0.1 0.0 0.3 0.51
O -1.0043 1.2186 2.8167 -0.1 -0.2 0.0 -1.03
H -1.3171 -1.7866 2.5629 0.1 0.0 0.4 0.51
H -0.0852 -1.8629 3.5100 0.0 0.1 -0.1 0.49
O -0.9584 -1.4558 3.4218 -0.1 -0.2 -0.4 -0.99
H -2.9783 -0.2711 -2.9257 0.4 -0.4 -0.1 0.50
H -1.4795 -0.1221 -2.8244 0.3 0.1 0.0 0.50
O -2.1563 -0.7987 -2.9789 -0.8 0.2 0.0 -0.99
H 3.8813 0.2496 -1.9152 -0.2 0.4 -0.2 0.50
H 3.0052 0.7533 -3.0659 -0.1 0.1 0.2 0.51
O 3.4688 1.0691 -2.2600 0.4 -0.5 0.1 -0.99
H 3.1236 -2.1133 -1.9398 0.0 -0.2 0.3 0.50
H 4.1833 -2.4588 -0.8356 -0.2 0.1 -0.2 0.47
O 4.0038 -1.8834 -1.5883 0.2 0.3 0.1 -0.99
H 1.5365 -3.2461 -3.1671 0.0 0.1 0.1 0.49
H 0.5897 -2.5852 -2.1226 0.2 0.0 0.1 0.52
O 1.4952 -2.5175 -2.5334 -0.2 -0.2 -0.3 -1.02
H 1.0572 3.3600 4.3044 0.0 0.0 0.0 0.49
H 0.7576 2.2977 5.3782 0.1 0.1 -0.3 0.49
O 0.9160 2.4164 4.4283 0.0 -0.1 0.4 -0.95
H 0.7968 0.4903 -3.4377 0.7 -0.4 -0.3 0.50
H 1.5506 -0.8791 -3.5014 -0.1 0.6 -0.3 0.49
O 1.5507 0.0273 -3.8902 -0.6 -0.2 0.4 -1.01
H -4.5971 -0.0791 -0.0316 -0.3 0.0 -0.2 0.49
H -3.8121 0.6555 1.1090 -0.1 0.0 -0.1 0.52
O -3.7870 -0.0974 0.4699 0.4 0.0 0.3 -1.01
H -2.1583 1.8332 -2.4279 -0.5 0.3 -0.1 0.50
H -3.3397 2.6985 -2.9878 0.1 0.1 -0.1 0.48
O -3.1378 1.9730 -2.3951 0.5 -0.4 0.2 -1.00
H -3.2174 2.7010 1.3519 0.0 0.0 0.1 0.48
H -2.6492 1.8037 2.4785 -0.5 0.3 -0.3 0.51
O -3.4983 2.0852 2.0426 0.5 -0.2 0.1 -0.98
H -2.6715 -1.3660 0.7839 0.2 -0.3 0.0 0.52
H -2.7344 -2.8589 1.1050 0.0 -0.2 0.1 0.49
O -2.0946 -2.1502 0.9962 -0.3 0.5 0.0 -1.00
H -1.4994 -2.1701 -2.0588 0.1 -0.1 0.2 0.51
H -1.2057 -2.5687 -0.5893 0.1 0.0 -0.2 0.50
O -0.9470 -2.7712 -1.5075 -0.2 0.2 -0.1 -1.01
```
Positions in Å, forces in eV/Å.

- E: -1695.9109 a.u.
- Kohn-Sham gap: 9.238 eV
- LUMO energy: -0.0045 hartree
- Relative energy (zero: lowest compared OMol25 entry of this formula, charge and spin): 0.0 kJ/mol
- Max |F|: 0.0176 Eh/bohr

ORCA calculation (ωB97M-V/def2-TZVPD) on a 12-piece molecular cluster, C26H66O12 overall.

XYZ file:
```
104
Properties=species:S:1:pos:R:3:forces:R:3:mulliken_charge:R:1
C -5.5276 3.2843 1.3053 -1.3 0.5 -0.6 -0.66
C -5.2481 4.7357 1.0454 1.7 0.8 1.6 -0.69
C -3.6722 4.7516 0.9498 -3.1 -1.1 -0.7 -0.39
O -3.4960 3.5595 0.1529 0.9 -0.3 0.0 -0.34
C -4.6230 2.6683 0.2674 -0.4 0.3 0.3 -0.04
H -6.5995 3.2028 1.1248 0.0 -0.8 -0.2 0.31
H -5.3629 2.8902 2.3081 0.4 0.4 0.1 0.32
H -5.6371 5.3881 1.8272 0.0 0.2 -0.1 0.38
H -5.6213 5.0350 0.0661 -0.2 0.0 0.1 0.28
H -3.2023 4.5751 1.9173 0.2 0.7 -0.1 0.29
H -3.4827 5.6639 0.3842 1.1 -0.3 0.2 0.26
H -4.4086 1.6623 0.6283 0.8 -0.1 -0.5 0.09
H -5.0919 2.6545 -0.7165 -0.1 -0.3 0.0 0.24
C 5.3612 2.0036 -2.9414 0.4 0.8 -1.7 -0.69
C 4.9582 1.5961 -1.5890 -0.9 -0.1 2.3 -0.52
C 3.5118 2.1878 -1.4237 1.1 -1.7 -0.3 0.70
O 2.9672 2.0313 -2.6969 0.5 0.3 -2.9 -0.38
C 4.0510 2.0358 -3.7730 -0.5 -0.1 1.9 -0.42
H 6.1121 1.3475 -3.3816 -0.1 -0.1 -0.1 0.35
H 5.8160 2.9941 -2.9274 -0.1 0.1 0.0 0.28
H 5.5982 1.8812 -0.7540 0.3 0.5 -0.2 0.44
H 4.9856 0.5109 -1.4905 -0.7 -0.2 -0.2 0.26
H 3.4711 3.2134 -1.0570 0.2 0.1 0.0 0.26
H 2.9081 1.5111 -0.8188 0.0 0.4 0.6 -0.81
H 3.9817 2.9072 -4.4241 -0.2 0.1 0.3 0.30
H 3.9040 1.1524 -4.3944 -0.1 -0.1 0.2 0.26
C 3.4403 1.3953 2.2423 0.8 1.9 1.6 0.17
C 3.9952 0.1568 1.6818 -0.6 -2.2 -1.3 0.07
C 3.5436 -0.9435 2.6488 0.0 0.7 1.7 -0.47
O 3.0883 -0.2132 3.8222 -0.4 0.5 0.7 -0.58
C 3.5183 1.1896 3.7467 0.5 -1.3 -1.0 -0.56
H 2.3832 1.5347 2.0159 0.1 0.1 -0.3 -0.29
H 4.0239 2.2851 2.0061 -0.3 0.1 -0.5 0.42
H 5.0646 0.0970 1.4790 -0.1 0.4 0.0 0.39
H 3.4039 -0.0427 0.7881 0.7 -0.1 -0.6 -0.22
H 4.2788 -1.6591 3.0167 0.6 0.2 -0.3 0.27
H 2.7328 -1.5797 2.2938 -0.4 0.3 -0.2 0.15
H 4.5181 1.1973 4.1808 0.3 0.3 -0.3 0.32
H 2.9431 1.9613 4.2583 -0.7 -0.8 0.4 0.35
C 0.7233 -6.2337 -1.9236 -0.3 0.3 -0.4 -0.59
C 2.2014 -5.9464 -2.0648 1.1 -1.0 -0.2 -0.60
C 2.3562 -4.4279 -1.9477 -0.5 -1.8 -0.2 -0.23
O 1.0467 -4.0019 -1.8744 -1.3 2.7 1.0 0.03
C 0.1004 -4.9264 -2.3260 -0.4 -1.3 0.6 0.05
H 0.4680 -6.3579 -0.8712 -0.2 -0.7 -0.2 0.30
H 0.3902 -7.0147 -2.6072 0.0 -0.3 0.6 0.36
H 2.5192 -6.3542 -3.0244 0.5 0.3 0.1 0.33
H 2.6985 -6.4868 -1.2592 0.5 0.2 -0.3 0.31
H 2.5954 -3.8381 -2.8326 0.9 0.0 -0.9 0.32
H 3.0174 -4.0280 -1.1789 -0.4 0.2 0.4 0.37
H -0.0084 -4.7563 -3.3971 0.0 0.2 -0.5 0.42
H -0.8734 -4.8130 -1.8496 0.1 1.0 -0.1 -0.06
C -1.3747 0.7271 0.2595 0.2 0.2 1.1 0.12
C -0.7080 -0.5393 0.6467 0.9 -0.8 -0.2 0.09
C 0.4029 -0.6482 -0.4398 -1.2 0.0 1.1 1.04
O -0.2126 -0.1715 -1.6497 0.0 -0.3 1.1 -0.43
C -1.3412 0.6744 -1.2482 -0.2 0.7 0.1 -0.49
H -0.7736 1.5466 0.6533 -0.2 0.3 -0.2 -0.37
H -2.3324 0.7111 0.7798 -0.3 0.6 -0.6 0.38
H -1.4868 -1.2970 0.5608 0.3 -0.7 -0.3 -0.57
H -0.3616 -0.5791 1.6794 0.3 0.1 0.0 0.55
H 0.7062 -1.6940 -0.4888 0.3 0.0 -0.6 -0.14
H 1.2409 -0.0074 -0.1656 0.2 0.0 0.0 -0.56
H -2.2442 0.2151 -1.6502 0.0 0.4 -0.3 0.01
H -1.1599 1.7046 -1.5548 -0.2 -0.3 -0.8 0.46
O 0.5367 1.2110 -4.7944 0.0 0.3 -0.3 -0.65
H 1.0091 1.0709 -3.9737 0.2 0.0 0.4 0.30
H 0.1528 0.3584 -4.9989 -0.1 -0.3 0.0 0.31
O -1.7996 -2.1987 -2.5002 0.3 -1.3 -0.3 -0.73
H -1.2589 -1.5863 -2.0014 0.5 0.8 0.2 0.60
H -2.6750 -2.1073 -2.1241 -0.3 0.1 -0.2 0.10
O 0.5391 -1.8609 -4.2003 0.4 -0.4 -0.4 -0.57
H 1.3483 -2.1236 -3.7617 0.3 0.4 0.0 0.25
H -0.1584 -2.1661 -3.6202 -0.8 0.2 0.2 0.25
O 0.5565 -0.7288 4.5258 -1.1 0.0 0.1 -0.68
H 1.4014 -0.2791 4.5436 0.6 0.0 -0.2 0.45
H 0.7459 -1.5796 4.1301 0.1 -0.1 0.0 0.25
O -4.2967 -0.9738 -2.0807 0.1 0.2 0.0 -0.63
H -5.1845 -0.6722 -2.2736 -0.2 0.2 -0.2 0.29
H -4.4206 -1.7847 -1.5874 -0.3 -0.5 0.5 0.31
C -3.9541 -3.6011 1.5771 0.7 -1.2 -0.5 -1.49
C -3.2787 -4.2294 0.3202 -0.3 1.2 0.8 1.08
C -3.4054 -5.7359 0.1507 0.0 0.1 0.1 -1.26
O -3.8000 -3.5918 -0.8339 -0.6 0.4 -0.4 -0.62
H -3.6889 -2.5647 1.7861 0.0 0.0 -0.4 0.31
H -3.5563 -4.1868 2.4058 -0.2 0.0 0.3 0.40
H -5.0347 -3.7390 1.5410 0.0 0.1 0.0 0.38
H -2.2250 -3.9513 0.3440 0.4 -0.1 0.3 -0.15
H -4.1775 -6.2058 0.7599 0.1 0.1 0.1 0.35
H -2.4374 -6.1985 0.3432 -0.1 -0.3 0.1 0.31
H -3.7008 -5.9092 -0.8841 0.1 -0.3 -0.1 0.33
H -3.4683 -4.0914 -1.5835 -0.1 0.1 -0.3 0.25
C 0.8856 6.0595 3.1774 -0.2 -0.6 1.3 -1.41
C 0.8835 4.5327 3.0468 0.0 -0.2 1.7 0.59
C -0.4214 3.7784 3.0166 -0.8 -0.1 -1.5 -0.70
O 1.6442 4.1874 1.9448 0.6 -0.4 -1.5 -0.45
H 0.0935 6.5784 2.6376 0.1 -0.1 -0.3 0.30
H 1.8873 6.4149 2.9355 -0.2 0.1 -0.3 0.37
H 0.7481 6.2933 4.2331 -0.2 0.2 0.1 0.41
H 1.3976 4.0512 3.8787 0.5 0.5 0.3 0.14
H -0.2433 2.8143 2.5402 0.4 -0.3 0.4 0.09
H -1.0363 4.2276 2.2367 -0.6 0.4 0.3 -0.06
H -0.9784 3.5909 3.9346 0.2 0.5 0.0 0.47
H 1.1939 4.6171 1.2139 0.2 0.0 -0.6 0.29
```
Positions in Å, forces in eV/Å.

- E: -1932.6002 a.u.
- Kohn-Sham gap (spin up / spin down): 8.269 / 2.413 eV
- LUMO energy (spin up / spin down): -0.1090 / -0.3242 hartree
- Charge: +1
- 2S+1: 2
- Max |F|: 0.0644 Eh/bohr